1.
A 12-piece molecular cluster, C25H39ClN11OS overall in a non-equilibrium geometry. Source: the OMol25 dataset; level of theory: the ωB97M-V functional and the def2-TZVPD basis.

Cartesian coordinates (Å):
Cl  -0.50449  0.30575  0.52311
S  0.53705  -1.33394  -0.06415
C  0.80991  -2.39474  1.33211
C  1.83257  -1.75614  2.33195
C  2.09622  -0.24972  2.11731
O  3.05320  -1.38749  1.78045
H  1.77349  -0.87762  -0.44098
H  1.32138  -3.31101  1.01241
H  -0.07504  -2.67059  1.90912
H  1.81189  -2.10269  3.35306
H  2.24545  0.16122  1.12997
H  2.50746  0.20120  3.00982
C  3.01250  -6.85636  0.58541
C  1.84210  -6.09936  1.03991
N  0.92669  -5.51676  1.39777
H  3.59943  -7.17595  1.44406
H  2.68855  -7.73221  0.02708
H  3.62867  -6.23051  -0.05698
C  4.99861  2.35397  2.21214
C  3.97872  2.42408  3.26443
N  3.18761  2.47694  4.08443
H  5.59557  1.45259  2.33818
H  4.51911  2.33207  1.23390
H  5.64867  3.22454  2.27208
C  -1.96074  2.25153  3.28301
C  -3.13572  2.95534  3.80183
N  -4.04501  3.52016  4.19942
H  -1.34907  1.88561  4.10594
H  -2.28220  1.40743  2.67476
H  -1.36593  2.92853  2.67021
C  -2.62047  -2.76725  -2.94225
C  -1.31472  -3.32017  -2.57953
N  -0.29637  -3.75132  -2.29053
H  -2.52823  -2.18256  -3.85214
H  -3.33668  -3.56966  -3.10305
H  -2.98461  -2.12433  -2.14363
C  0.81300  5.87957  3.04569
C  0.95013  4.67275  2.22529
N  1.06021  3.72972  1.59099
H  0.27190  6.64260  2.48964
H  0.26638  5.64438  3.95677
H  1.79846  6.25840  3.30853
C  1.51902  2.73358  -2.02185
C  2.81947  2.16339  -1.65958
N  3.83175  1.71965  -1.36524
H  1.60018  3.32120  -2.93427
H  0.80342  1.92753  -2.17836
H  1.16536  3.37533  -1.21550
C  -5.01561  4.82239  0.93648
C  -3.87794  4.41903  0.10202
N  -2.99379  4.09493  -0.54500
H  -5.87441  4.18900  0.72383
H  -4.74510  4.71963  1.98551
H  -5.27909  5.85873  0.73490
C  1.09250  -1.75889  -5.30924
C  -0.08521  -1.04600  -4.80293
N  -1.00316  -0.49120  -4.40815
H  1.67758  -2.14080  -4.47483
H  0.77712  -2.59217  -5.93364
H  1.70686  -1.08157  -5.90001
C  -6.80375  -4.80010  -4.22073
C  -6.35999  -3.60462  -3.49502
N  -6.01650  -2.67148  -2.93330
H  -7.88036  -4.91568  -4.11490
H  -6.55710  -4.70263  -5.27602
H  -6.30865  -5.68117  -3.81730
C  -3.85808  -0.90781  5.38750
C  -2.74925  -1.26654  4.49668
N  -1.88594  -1.54501  3.80296
H  -4.71209  -1.55177  5.18806
H  -3.55092  -1.03124  6.42400
H  -4.14504  0.12936  5.22024
C  5.76920  1.36131  -3.99511
C  5.33376  1.78263  -5.33082
N  4.99404  2.10717  -6.37154
H  6.22016  0.37199  -4.04871
H  6.50110  2.06489  -3.60371
H  4.91484  1.32892  -3.32398

* highest occupied orbital energy: -13.2414 eV
* total charge: +1
* orbital gap: 8.9 eV

2.
An isolated ion of composition C25H39N2O3 and charge +1 in a non-equilibrium geometry. Source: the OMol25 dataset; level of theory: the ωB97M-V functional and the def2-TZVPD basis.

Cartesian coordinates (Å):
O  -7.85456  -0.51803  0.07319
C  -7.31837  -1.79784  -0.20385
C  -5.87655  -1.85907  0.30223
N  -4.95152  -1.25471  -0.64116
C  -5.11723  0.16509  -0.85303
C  -4.49419  1.01035  0.26457
N  -3.05549  0.67880  0.38362
C  -2.31960  1.55126  1.32500
C  -2.10806  2.98024  0.79162
O  -3.32774  3.67318  0.92215
C  -1.63019  3.00402  -0.69334
O  -1.19277  1.75457  -1.17595
C  0.07373  1.28722  -0.83165
C  0.40004  0.03117  -1.33115
C  1.62977  -0.52515  -1.05166
C  2.57362  0.13872  -0.26707
C  3.92192  -0.50495  -0.00541
C  3.71797  -1.85456  0.70437
C  5.06384  -2.54583  0.92066
C  5.74045  -2.78224  -0.42855
C  5.97322  -1.44029  -1.12082
C  6.86681  -0.56217  -0.24891
C  6.17847  -0.33067  1.09385
C  5.95697  -1.66889  1.79437
C  4.83377  0.36308  0.87039
C  4.63281  -0.74324  -1.34901
C  2.21827  1.38516  0.23055
C  0.98395  1.95906  -0.03773
C  -2.90336  -0.75967  0.69097
C  -3.56327  -1.57564  -0.43798
H  -8.79592  -0.51881  -0.12734
H  -7.33114  -2.00036  -1.28208
H  -7.90115  -2.57106  0.30983
H  -5.59647  -2.90845  0.40479
H  -5.85503  -1.39183  1.29806
H  -6.18095  0.39139  -0.90672
H  -4.65301  0.42236  -1.81109
H  -4.60415  2.07386  0.05890
H  -4.97957  0.79368  1.21772
H  -2.59712  0.83988  -0.53951
H  -2.87718  1.61715  2.26179
H  -1.34274  1.10174  1.51793
H  -1.34762  3.43703  1.43976
H  -3.18858  4.62444  0.86782
H  -0.86320  3.77004  -0.84008
H  -2.48995  3.26236  -1.32140
H  -0.31008  -0.48638  -1.95825
H  1.85330  -1.49622  -1.46362
H  3.22733  -1.68593  1.66699
H  3.07163  -2.50258  0.10996
H  4.89385  -3.50704  1.41809
H  6.69349  -3.29259  -0.27986
H  5.11364  -3.42198  -1.05430
H  6.45588  -1.60759  -2.08953
H  7.83114  -1.04895  -0.09380
H  7.05034  0.39325  -0.74541
H  6.80703  0.31052  1.72124
H  6.91487  -2.16387  1.96235
H  5.48768  -1.50945  2.76807
H  4.36059  0.54122  1.83929
H  5.00828  1.32563  0.38442
H  4.01259  -1.35835  -2.00273
H  4.79068  0.21628  -1.84741
H  2.90305  1.94602  0.84367
H  0.76530  2.93301  0.37183
H  -1.84235  -1.00632  0.75874
H  -3.38188  -0.96841  1.64979
H  -3.46098  -2.63884  -0.21860
H  -3.02990  -1.37248  -1.37368

* highest occupied orbital energy: -11.2770 eV
* total charge: +1
* orbital gap: 9.2 eV

3.
C25H40BO4Pd as an isolated structure in a non-equilibrium geometry. Source: the OMol25 dataset; level of theory: the ωB97M-V functional and the def2-TZVPD basis.

Cartesian coordinates (Å):
O  -3.30716  2.10514  -3.11166
C  -4.15879  1.04105  -3.61739
C  -5.08517  1.98233  -4.37335
H  -4.65179  0.52387  -2.77940
H  -3.60246  0.32649  -4.23793
C  -4.21152  3.07715  -3.70383
H  -6.12340  1.92856  -4.03598
H  -4.99725  1.88870  -5.45614
C  -4.97894  3.79199  -2.60799
H  -5.48713  3.04898  -1.97205
H  -5.74957  4.44003  -3.04607
H  -4.30432  4.42574  -2.01438
C  -3.39568  3.97732  -4.61932
H  -2.81275  3.36736  -5.32585
H  -2.72215  4.59156  -4.00375
H  -4.04917  4.64394  -5.18725
Pd  1.61270  0.43205  0.68119
C  3.85050  0.93538  -0.08481
C  3.87415  -0.48347  0.02319
C  2.85405  -1.00556  -0.83373
H  4.58732  -1.06884  0.60004
C  2.23099  0.09729  -1.51767
C  2.86205  1.30189  -1.06479
H  2.64236  2.29706  -1.44351
H  4.48603  1.62620  0.46982
H  2.60495  -2.05121  -1.00286
H  1.46908  0.02079  -2.29136
C  2.06358  1.63731  2.79014
C  2.16156  2.50003  1.65427
C  0.86992  2.57501  1.03559
H  3.05478  3.01703  1.31996
C  -0.01257  1.70196  1.76862
C  0.73106  1.13803  2.85740
H  0.32341  0.47674  3.61785
H  2.85477  1.43964  3.50418
H  0.59771  3.20328  0.18693
H  -1.07035  1.53494  1.56610
O  -3.12548  0.89825  -0.85686
C  -1.77515  1.37056  -1.17085
C  -1.23206  0.53549  -2.32772
H  -1.12383  1.20650  -0.27944
H  -1.79998  2.44071  -1.38744
C  -1.92540  -0.81829  -2.09885
H  -0.14831  0.45961  -2.32425
H  -1.53086  0.97337  -3.28201
C  -2.97866  -0.54160  -0.98124
H  -1.17521  -1.55037  -1.79359
H  -2.38532  -1.17928  -3.02849
H  -2.61994  -0.96453  -0.01700
H  -3.97734  -0.95975  -1.17501
C  3.00930  -4.15055  1.57473
C  1.97492  -3.44329  2.45300
C  1.02650  -4.49569  2.98613
O  1.22926  -2.51080  1.65252
B  1.84954  -1.27755  1.82345
O  2.74936  -1.24588  2.88612
C  2.66747  -2.52140  3.54739
C  1.84973  -2.36034  4.82376
C  4.05317  -2.93233  3.99123
H  3.77862  -3.46839  1.19035
H  2.50782  -4.62114  0.72250
H  3.51537  -4.94864  2.13333
H  0.52654  -5.00329  2.15643
H  1.59198  -5.24812  3.54551
H  0.26285  -4.07231  3.64126
H  1.83351  -3.30960  5.37539
H  2.34114  -1.61719  5.46243
H  0.82144  -2.02718  4.63792
H  4.76189  -3.00408  3.16406
H  4.42074  -2.19500  4.71111
H  4.01558  -3.90366  4.49988

* spin multiplicity: 3
* highest occupied orbital energy (alpha / beta): -1.3512 / -2.1671 eV
* total charge: -1
* orbital gap (alpha / beta): 3.8 / 4.7 eV
* expectation value of S²: 2.01

Asked for E across the records above, the calculation gives -68341.16814, -35675.45084, -38917.27746 eV in order.